The following is a DFT calculation (ωB97M-V with the def2-TZVPD basis set) of one molecule with the formula C25H31N5O3.

Each atom is followed by the atoms it is bonded to, with distances in Å.
Cartesian coordinates (Å):
1 C -2.66 -1.09 -2.88  C2 1.532, H34 1.087, H35 1.087, H36 1.087
2 C -3.32 -2.14 -1.98  C1 1.532, N3 1.444, H37 1.096, H38 1.092
3 N -3.16 -1.91 -0.56  C2 1.444, C4 1.450, C27 1.381
4 C -3.94 -0.83 0.01  N3 1.450, C5 1.531, H39 1.096, H40 1.092
5 C -3.07 0.40 0.31  C4 1.531, C6 1.528, H41 1.091, H42 1.092
6 C -3.87 1.64 0.71  C5 1.528, N7 1.449, H43 1.092, H44 1.092
7 N -2.97 2.74 0.99  C6 1.449, C8 1.352, H45 1.010
8 C -2.52 3.53 -0.01  N7 1.352, O9 1.214, C10 1.529
9 O -2.99 3.50 -1.13  C8 1.214
10 C -1.44 4.54 0.38  C8 1.529, C11 1.533, H46 1.092, H47 1.091
11 C -0.24 3.92 1.11  C10 1.533, N12 1.445, H48 1.093, H49 1.094
12 N 0.24 2.73 0.44  C11 1.445, C13 1.338, H50 1.015
13 C 0.03 1.50 0.94  N12 1.338, O14 1.217, C15 1.536
14 O -0.52 1.29 2.01  C13 1.217
15 C 0.54 0.37 0.04  C13 1.536, N16 1.449, H51 1.091, H52 1.094
16 N 1.98 0.20 0.17  C15 1.449, C17 1.361, C25 1.392
17 C 2.49 -0.75 0.99  N16 1.361, N18 1.277, H53 1.083
18 N 3.73 -1.00 1.16  C17 1.277, C19 1.371
19 C 4.64 -0.24 0.46  N18 1.371, C20 1.399, C24 1.408
20 C 6.01 -0.49 0.62  C19 1.399, C21 1.375, H54 1.078
21 C 6.93 0.26 -0.08  C20 1.375, C22 1.396, H55 1.080
22 C 6.51 1.27 -0.94  C21 1.396, C23 1.375, H56 1.079
23 C 5.17 1.53 -1.11  C22 1.375, C24 1.398, H57 1.080
24 C 4.22 0.78 -0.41  C19 1.408, C23 1.398, C25 1.453
25 C 2.80 1.05 -0.56  N16 1.392, C24 1.453, O26 1.222
26 O 2.32 1.94 -1.26  C25 1.222
27 C -2.05 -2.38 0.12  N3 1.381, C28 1.402, C33 1.402
28 C -2.01 -2.35 1.52  C27 1.402, C29 1.380, H58 1.077
29 C -0.92 -2.84 2.21  C28 1.380, C30 1.384, H59 1.080
30 C 0.17 -3.37 1.54  C29 1.384, C31 1.390, H60 1.080
31 C 0.16 -3.42 0.15  C30 1.390, C32 1.500, C33 1.386
32 C 1.33 -3.99 -0.59  C31 1.500, H61 1.089, H62 1.088, H63 1.090
33 C -0.94 -2.93 -0.54  C27 1.402, C31 1.386, H64 1.079
34 H -3.12 -0.11 -2.73  C1 1.087
35 H -2.79 -1.37 -3.92  C1 1.087
36 H -1.60 -1.00 -2.67  C1 1.087
37 H -4.39 -2.16 -2.19  C2 1.096
38 H -2.92 -3.13 -2.21  C2 1.092
39 H -4.44 -1.16 0.92  C4 1.096
40 H -4.71 -0.57 -0.71  C4 1.092
41 H -2.37 0.16 1.11  C5 1.091
42 H -2.49 0.65 -0.58  C5 1.092
43 H -4.47 1.44 1.60  C6 1.092
44 H -4.52 1.96 -0.11  C6 1.092
45 H -2.41 2.64 1.83  N7 1.010
46 H -1.89 5.30 1.01  C10 1.092
47 H -1.11 5.01 -0.55  C10 1.091
48 H -0.50 3.63 2.13  C11 1.093
49 H 0.57 4.65 1.16  C11 1.094
50 H 0.75 2.82 -0.43  N12 1.015
51 H 0.05 -0.56 0.33  C15 1.091
52 H 0.32 0.61 -1.00  C15 1.094
53 H 1.77 -1.35 1.54  C17 1.083
54 H 6.31 -1.28 1.29  C20 1.078
55 H 7.98 0.06 0.04  C21 1.080
56 H 7.25 1.85 -1.48  C22 1.079
57 H 4.82 2.31 -1.77  C23 1.080
58 H -2.84 -1.96 2.08  C28 1.077
59 H -0.91 -2.80 3.29  C29 1.080
60 H 1.02 -3.75 2.08  C30 1.080
61 H 2.26 -3.59 -0.19  C32 1.089
62 H 1.28 -3.75 -1.65  C32 1.088
63 H 1.35 -5.07 -0.48  C32 1.090
64 H -0.92 -2.97 -1.62  C33 1.079

Energy above the lowest of the compared OMol25 structures with the same formula, charge and spin = 2.15 kcal per mole
Max |F| = 0.7 eV/Å
Energy = -40023.834 eV
2S+1 = 1
HOMO-LUMO gap = 7.9863 eV
HOMO level = -0.280 Ha
SMILES string = CCN(CCCNC(=O)CCNC(=O)Cn1cnc2ccccc2c1=O)c1cccc(C)c1
Net charge = 0